{"formula": "Br2N4O13V", "method": "ωB97M-V/def2-TZVPD", "multiplicity": 2, "homo_lumo_gap_ha": [0.21901, 0.21959], "charge": -4, "lumo_energy_ev": [9.499, 9.510], "elements": ["O", "V", "N", "O", "O", "O", "N", "O", "O", "O", "N", "O", "O", "O", "N", "O", "O", "O", "Br", "Br"], "positions_angstrom": [[-7.5681, -7.7123, -2.4268], [-9.1098, -7.2619, -2.3160], [-12.6301, -6.8840, -2.1830], [-11.4892, -7.4616, -2.3189], [-13.6158, -7.5115, -2.0462], [-12.8292, -5.6579, -2.1669], [-5.4347, -5.1165, -1.7942], [-6.2940, -4.3688, -1.3250], [-4.3188, -5.0611, -1.2472], [-5.6613, -5.5574, -2.8486], [-10.6828, -8.4051, -5.1227], [-11.6807, -7.7874, -5.3811], [-10.6826, -9.5456, -5.5344], [-9.6414, -7.9596, -4.4735], [-9.3054, -10.5645, -2.3268], [-9.4755, -9.5081, -1.7305], [-8.2923, -11.3361, -2.3087], [-10.2524, -11.0185, -3.0049], [-8.6610, -6.6335, 0.5208], [-8.8864, -4.5754, -3.2344]], "forces_ev_per_a": [[-3.8, 1.3, 0.0], [3.0, -0.8, -0.7], [2.2, 2.6, -0.1], [-0.4, 0.9, 0.3], [-3.5, -4.7, 0.5], [2.2, 1.3, -0.3], [-0.6, 5.2, 2.4], [-1.5, 0.8, 2.1], [2.6, -1.6, 0.7], [0.5, -4.1, -5.1], [0.6, -1.0, 0.7], [-1.2, 3.5, 0.4], [1.8, -2.4, -0.5], [-0.8, 0.2, 0.0], [-1.3, -3.8, -2.7], [1.0, 1.7, 1.2], [0.5, 1.9, 1.3], [-0.4, 0.5, 0.3], [-0.5, -0.3, -0.8], [-0.6, -1.2, 0.2]]}